C7H12FN2 | ωB97M-V/def2-TZVPD

Last column: Mulliken charge in e.
CARTESIAN COORDINATES (ANGSTROEM)
C: 0.0261 0.6099 -1.3027  0.0097
C: 1.1721 1.3191 -0.8917  0.0191
C: 1.2570 0.2524 1.2466  0.0423
C: -2.9690 -0.7717 0.2371  -1.4447
C: -0.7487 -2.2075 0.1336  -0.8698
C: 2.9723 1.9162 0.6267  -0.8205
C: -1.6359 -1.0389 -0.4849  0.3702
N: -0.6917 -0.0023 -0.4305  -0.2292
N: 1.7091 1.2320 0.3085  0.1000
F: 1.3399 0.7996 2.4277  -0.1728
H: -0.1775 0.4980 -2.3832  0.3874
H: 1.7484 1.7638 -1.7075  0.3339
H: -3.5321 -1.6598 0.1494  0.4093
H: -3.5525 0.0804 -0.2069  0.3727
H: -2.9547 -0.4667 1.3543  0.3030
H: 0.1105 -2.2737 -0.6416  0.2488
H: -1.4399 -3.0788 0.0494  0.4136
H: -0.3369 -1.7571 1.0529  0.2791
H: 2.9845 2.2289 1.6193  0.3074
H: 3.7536 1.1786 0.5910  0.3958
H: 3.0678 2.6236 -0.2152  0.2932
H: -2.1025 -1.2461 -1.5324  0.2516

Summary:
Net charge: +1
Orbital gap: 7.6 eV
Maximum force: 3.359 eV Å⁻¹
Molecular weight: 143.19 g/mol
Electronic energy: -13139.38833 eV
Spin multiplicity: 1
Energy above the lowest of the compared OMol25 structures with the same formula, charge and spin: 4.596 eV
HOMO energy: -13.754 eV